Entry 1:
54
Properties=species:S:1:pos:R:3:nbo_charge:R:1 method="wB97M-V/def2-TZVPD" orbital_gap_ev="5.127 / 4.975" total_energy_ha=-4539.22150 e_above_lowest_kcal_mol=10.0 spin_multiplicity=5 charge=+1 e_lumo_ev="-3.702 / -5.903" homo_ev="-8.8 / -10.9"
Rh 0.532 -0.685 0.594 1.13
Br -4.695 -2.812 5.424 0.21
C -3.507 -2.505 4.032 0.00
C -4.017 -2.767 2.715 -0.27
C -3.214 -2.669 1.616 -0.17
C -1.807 -2.292 1.727 0.39
O -1.126 -2.156 0.657 -0.60
C -1.300 -2.061 3.081 -0.06
C 0.056 -1.722 3.377 0.00
N 0.963 -1.306 2.487 -0.52
C 2.330 -1.027 2.784 0.11
C 2.912 -1.212 4.057 -0.21
C 4.312 -1.045 4.184 -0.17
C 5.091 -0.551 3.123 -0.20
C 4.541 -0.272 1.851 -0.10
C 5.259 0.297 0.762 -0.06
C 4.546 0.562 -0.422 -0.26
C 3.163 0.330 -0.460 0.08
N 2.455 -0.200 0.598 -0.49
C 3.124 -0.520 1.701 0.24
C -2.177 -2.159 4.215 -0.23
H -5.067 -3.054 2.633 0.25
H -3.591 -2.830 0.642 0.24
H 0.266 -1.625 4.419 0.19
H 2.308 -1.593 4.865 0.23
H 4.810 -1.286 5.120 0.24
H 6.182 -0.411 3.251 0.23
H 6.312 0.546 0.869 0.24
H 5.017 0.994 -1.307 0.25
H 2.559 0.578 -1.332 0.23
H -1.898 -1.769 5.186 0.24
C -2.667 3.516 -1.930 -1.15
Si -1.832 2.647 -3.324 1.64
C -0.474 3.597 -4.069 -1.12
C -3.071 2.394 -4.747 -1.11
C -1.155 1.001 -2.778 -0.51
C -1.288 -0.048 -3.671 -0.10
C -0.761 -1.326 -3.424 -0.27
C -0.103 -1.494 -2.224 0.07
N -0.113 -0.516 -1.296 -0.52
C -0.701 0.710 -1.461 0.06
S -0.622 1.651 -0.048 -0.03
H -3.332 4.294 -2.390 0.25
H -2.010 3.972 -1.150 0.26
H -3.332 2.831 -1.334 0.25
H -0.950 4.552 -4.290 0.25
H -0.203 3.166 -5.005 0.24
H 0.402 3.664 -3.417 0.24
H -3.895 3.075 -4.776 0.25
H -3.628 1.442 -4.727 0.24
H -2.518 2.390 -5.675 0.24
H -1.718 0.121 -4.617 0.22
H -0.840 -2.035 -4.179 0.23
H 0.475 -2.379 -1.915 0.22

=====

Entry 2:
100
Properties=species:S:1:pos:R:3:lowdin_charge:R:1 method="wB97M-V/def2-TZVPD" orbital_gap_ev=9.519 total_energy_ha=-24174.38773 charge=+1 e_lumo_ev=-2.427 homo_ev=-11.9
C 3.101 -1.510 2.959 -0.12
C 2.697 -0.117 3.457 -0.23
C 2.327 0.746 2.254 -0.18
N 1.241 1.724 2.555 0.07
N 0.349 1.782 1.464 -0.04
C -0.831 1.059 1.381 0.01
C -1.353 1.366 0.161 -0.29
C -2.602 0.855 -0.494 -0.69
I -3.509 -0.724 0.658 0.98
C -2.321 0.267 -1.887 -0.83
C -1.139 -0.711 -1.961 -0.15
I -2.190 1.847 -3.361 0.93
N -0.492 2.245 -0.438 0.18
C 0.552 2.489 0.367 -0.25
C 1.732 3.343 0.102 -0.40
S 1.402 4.596 -1.170 0.85
C 1.841 3.653 -2.664 -0.54
C 1.277 4.416 -3.869 -0.16
H 3.434 -2.152 3.767 0.01
H 3.892 -1.404 2.214 0.09
H 2.229 -1.970 2.489 0.05
H 3.515 0.354 4.001 0.05
H 1.865 -0.233 4.159 0.11
H 3.195 1.253 1.832 0.12
H 1.958 0.073 1.469 0.12
H 0.688 1.330 3.308 0.12
H -1.224 0.402 2.136 0.09
H -3.376 1.615 -0.568 0.06
H -3.217 -0.268 -2.184 -0.01
H -1.478 -1.675 -2.337 0.08
H -0.681 -0.893 -0.986 0.07
H -0.359 -0.356 -2.632 0.05
H -0.573 2.690 -1.347 0.05
H 2.526 2.708 -0.306 0.06
H 2.122 3.774 1.022 0.06
H 2.922 3.609 -2.775 0.02
H 1.415 2.648 -2.651 0.07
H 1.743 5.400 -3.930 0.08
H 0.203 4.585 -3.777 0.05
H 1.488 3.856 -4.778 0.08
C -8.109 -1.393 1.465 -2.03
Cl -6.903 -2.334 2.352 0.50
Cl -9.606 -2.314 1.365 0.56
Cl -8.408 0.142 2.301 0.51
Cl -7.511 -1.048 -0.162 0.47
C -6.592 1.164 -3.541 -2.03
Cl -6.053 1.933 -5.036 0.53
Cl -5.727 -0.367 -3.322 0.51
Cl -6.244 2.226 -2.166 0.51
Cl -8.325 0.860 -3.624 0.53
C 5.851 1.895 -3.315 -2.05
Cl 4.956 1.989 -1.784 0.52
Cl 7.480 1.306 -3.004 0.55
Cl 5.013 0.791 -4.407 0.51
Cl 5.923 3.504 -4.038 0.54
C 3.651 -4.640 5.909 -2.04
Cl 5.409 -4.578 6.024 0.52
Cl 3.034 -5.982 6.869 0.55
Cl 2.973 -3.118 6.520 0.52
Cl 3.179 -4.845 4.216 0.51
C -9.051 -3.399 -4.622 -2.04
Cl -8.452 -2.650 -6.104 0.50
Cl -8.268 -4.965 -4.388 0.53
Cl -8.683 -2.340 -3.256 0.46
Cl -10.799 -3.623 -4.741 0.54
C -4.711 0.488 5.376 -2.05
Cl -5.903 0.522 4.076 0.47
Cl -3.367 -0.568 4.893 0.48
Cl -4.096 2.119 5.672 0.52
Cl -5.450 -0.144 6.843 0.55
C 5.846 -2.269 -7.463 -2.06
Cl 6.840 -2.778 -6.094 0.52
Cl 6.735 -1.097 -8.437 0.53
Cl 5.431 -3.671 -8.449 0.54
Cl 4.360 -1.519 -6.856 0.49
C 1.532 -5.445 0.653 -2.05
Cl 1.225 -6.976 1.467 0.55
Cl 3.190 -4.924 0.979 0.51
Cl 1.303 -5.635 -1.086 0.53
Cl 0.406 -4.217 1.264 0.50
C -9.785 -1.060 -9.891 -2.06
Cl -10.932 -0.823 -11.210 0.53
Cl -8.488 -2.138 -10.421 0.52
Cl -9.096 0.499 -9.419 0.51
Cl -10.609 -1.778 -8.504 0.50
C 0.605 6.573 2.991 -2.04
Cl 1.522 5.316 3.838 0.52
Cl -1.063 6.571 3.565 0.54
Cl 1.338 8.145 3.282 0.56
Cl 0.630 6.219 1.252 0.52
C 6.328 1.647 5.565 -2.05
Cl 5.411 2.812 4.592 0.51
Cl 5.678 1.610 7.203 0.54
Cl 6.175 0.042 4.836 0.52
Cl 8.024 2.117 5.605 0.55
C 9.549 -4.097 7.354 -2.07
Cl 8.728 -2.823 6.441 0.49
Cl 8.907 -4.144 8.997 0.53
Cl 9.262 -5.653 6.565 0.52
Cl 11.280 -3.766 7.401 0.53

=====

Entry 3:
71
Properties=species:S:1:pos:R:3:lowdin_charge:R:1 method="wB97M-V/def2-TZVPD" orbital_gap_ev=5.758 total_energy_ha=-4461.88279 charge=+2 e_lumo_ev=-7.400 homo_ev=-13.2
Pd 0.054 0.457 -0.779 0.83
F 2.212 4.984 -0.385 0.19
C 1.525 3.953 -0.821 -0.67
F 1.918 3.625 -2.037 0.16
F 0.231 4.229 -0.825 0.16
S 1.796 2.507 0.369 0.62
O 0.468 2.196 0.898 -0.40
O 2.837 2.802 1.299 -0.25
N 2.171 1.365 -0.694 -0.38
S 2.995 0.034 -0.579 0.61
O 2.088 -1.112 -0.318 -0.40
O 4.172 0.046 0.237 -0.25
C 3.412 -0.142 -2.387 -0.68
F 2.254 -0.326 -3.039 0.14
F 4.187 -1.186 -2.572 0.19
F 3.995 0.954 -2.816 0.19
N -1.228 -1.860 -1.489 0.16
C -0.851 -0.806 -1.982 -0.39
H -1.724 -2.556 -2.034 0.10
I -1.654 -1.983 4.580 0.94
C -1.800 -0.747 2.937 -0.77
C -2.296 0.538 2.889 -0.11
N -2.121 0.959 1.623 0.02
N -1.549 0.028 0.855 -0.03
C -1.365 -1.024 1.633 -0.26
H -2.751 1.148 3.652 0.13
H -2.344 1.861 1.235 0.17
H -0.957 -1.937 1.225 0.09
C 1.268 -4.902 1.280 -0.08
C 2.798 -4.903 1.308 -0.21
C 3.374 -3.894 2.297 -0.12
N 2.856 -2.548 1.972 0.11
C 2.423 -1.652 2.779 -0.45
S 1.612 -0.204 2.305 1.28
N 2.496 -1.716 4.144 0.21
C 2.035 -0.618 4.784 -0.29
O 1.617 0.297 3.973 -0.16
C 2.066 -0.439 6.195 -0.14
C 2.379 -1.496 7.065 0.01
C 2.429 -1.261 8.419 -0.02
C 2.171 0.017 8.917 0.01
C 1.843 1.063 8.060 -0.02
C 1.785 0.841 6.702 0.03
H 0.901 -5.734 0.682 0.09
H 0.874 -3.984 0.836 0.06
H 0.856 -5.011 2.287 0.08
H 3.194 -4.684 0.312 0.12
H 3.172 -5.885 1.594 0.13
H 4.462 -3.865 2.237 0.14
H 3.081 -4.161 3.315 0.12
H 2.714 -2.348 0.973 0.12
H 2.929 -2.485 4.635 0.17
H 2.559 -2.505 6.712 0.12
H 2.668 -2.069 9.097 0.13
H 2.225 0.193 9.984 0.13
H 1.637 2.048 8.456 0.13
H 1.541 1.647 6.021 0.14
Cl 0.850 1.337 -9.411 0.74
C 0.402 1.200 -7.757 -0.65
C -0.455 0.180 -7.366 -0.07
C -0.776 0.038 -6.031 0.01
C -0.254 0.931 -5.094 -0.14
C 0.575 1.974 -5.504 0.01
C 0.909 2.107 -6.836 -0.07
C -0.491 0.775 -3.662 -0.41
O -0.970 -0.447 -3.300 0.09
O -0.271 1.611 -2.814 0.07
H -0.855 -0.499 -8.107 0.12
H -1.435 -0.757 -5.711 0.13
H 0.964 2.659 -4.763 0.12
H 1.566 2.898 -7.168 0.12